1.
The following is a DFT calculation (the ωB97M-V functional and the def2-TZVPD basis) of a molecular structure, C41H27Cl6CuN2O6PS4 at a distorted geometry.

The geometry in ORCA input format:
```
! wB97M-V def2-TZVPD RIJCOSX def2/J DEFGRID3
* xyz -2 2
Cu -0.5099 -0.9545 -2.8076
O 1.4999 -1.6092 -3.3674
S 1.2805 -0.8298 -4.5892
O 1.6523 -1.4660 -5.8246
O -0.0938 -0.2665 -4.5841
C 2.3290 0.6011 -4.3985
C 3.2800 0.9007 -5.3613
C 4.1191 1.9860 -5.1795
C 3.9930 2.7623 -4.0342
C 3.0269 2.4649 -3.0880
C 2.1738 1.3732 -3.2522
P 0.8922 0.9920 -1.9220
C 2.1534 0.9386 -0.5904
C 2.7819 -0.3077 -0.5076
C 3.7563 -0.5458 0.4476
C 4.1145 0.4561 1.3383
C 3.4972 1.6945 1.2601
C 2.5269 1.9382 0.2995
C 0.0803 2.6343 -2.1132
C -0.0721 3.6453 -1.1727
C -0.8021 4.7865 -1.4751
C -1.4035 4.9298 -2.7149
C -1.2734 3.9190 -3.6566
C -0.5367 2.7851 -3.3599
H 3.3487 0.2645 -6.2340
H 4.8697 2.2270 -5.9219
H 4.6543 3.6063 -3.8769
H 2.9334 3.0887 -2.2074
H 2.4912 -1.0871 -1.2040
H 4.2319 -1.5179 0.4957
H 4.8666 0.2754 2.0970
H 3.7662 2.4766 1.9603
H 2.0654 2.9143 0.2609
H 0.3357 3.5469 -0.1790
H -0.9165 5.5561 -0.7210
H -1.9864 5.8144 -2.9418
H -1.7631 4.0044 -4.6188
H -0.4658 1.9807 -4.0810
Cl -3.2511 0.9904 -1.9483
C -3.4446 -0.6871 -2.2943
C -2.5284 -1.3129 -3.1247
C -2.8329 -2.6060 -3.5313
Cl -1.7398 -3.4017 -4.6071
C -3.9598 -3.2856 -3.0820
Cl -4.3112 -4.8803 -3.6298
C -4.7977 -2.6707 -2.1534
Cl -6.1514 -3.5221 -1.5109
C -4.5436 -1.3624 -1.7591
Cl -5.5645 -0.6012 -0.5980
S -0.3466 4.4691 4.8879
C -0.1996 3.2119 3.8074
S -1.1399 3.1776 2.3456
C -0.3447 1.6281 1.8454
N 0.5127 1.2660 2.7394
N 0.6037 2.1100 3.8300
C 1.5339 1.6785 4.8178
C 1.6898 2.2914 6.0616
C 2.6161 1.7948 6.9677
C 3.3956 0.6931 6.6627
C 3.2349 0.0767 5.4300
C 2.3160 0.5554 4.5153
S -0.7739 0.8487 0.4264
H 1.0907 3.1433 6.3235
H 2.7193 2.2792 7.9311
H 4.1158 0.3110 7.3760
H 3.8306 -0.7938 5.1840
H 2.1810 0.0720 3.5620
C -3.6150 -1.3780 2.5962
C -3.4196 -2.8381 2.2864
C -4.3227 -3.7780 2.7565
C -4.1400 -5.1255 2.4923
Cl -5.3008 -6.2833 3.0971
C -3.0571 -5.5609 1.7576
C -2.1404 -4.6337 1.2824
C -2.3102 -3.2745 1.5376
O -1.4543 -2.3141 1.1329
C -0.1993 -2.6770 0.5784
C -0.3169 -3.3151 -0.8264
O -0.0234 -4.5051 -0.9356
O -0.7904 -2.5862 -1.7639
H -3.4885 -1.1941 3.6664
H -4.6178 -1.0538 2.3143
H -2.8880 -0.7807 2.0525
H -5.1758 -3.4535 3.3393
H -2.9226 -6.6136 1.5496
H -1.2986 -4.9785 0.6963
H 0.3265 -3.3707 1.2416
H 0.3475 -1.7374 0.4990
*
```

- Orbital gap (spin up / spin down): 6.8160 / 6.8073 eV
- M: 1079.2 g/mol
- ΔE to the lowest compared entry with this formula, charge and spin: 21.1 kcal per mole

2.
The following is a DFT calculation (the ωB97M-V functional and the def2-TZVPD basis) of a molecular structure, C41H30BrF5InN2O3S6.

The geometry in ORCA input format:
```
! wB97M-V def2-TZVPD RIJCOSX def2/J DEFGRID3
* xyz -1 1
In -0.1947 -1.4845 0.3716
C -2.7635 0.9742 -5.1789
C -3.2010 1.7551 -3.9371
S -2.3385 1.4494 -2.3818
C -3.1072 -0.0843 -1.7976
C -2.7656 -1.3719 -2.5334
S -1.0729 -2.0084 -2.4355
C -0.0954 -0.8388 -3.4202
C -0.5235 -0.7432 -4.8902
S -0.9828 0.9024 -5.5143
H -3.2076 1.4504 -6.0564
H -3.1391 -0.0478 -5.1617
H -4.2748 1.6116 -3.7837
H -3.0457 2.8201 -4.1196
H -4.1919 0.0491 -1.8220
H -2.8296 -0.1695 -0.7480
H -3.0512 -1.3140 -3.5839
H -3.3506 -2.1745 -2.0794
H 0.9224 -1.2225 -3.3345
H -0.1160 0.1334 -2.9354
H -1.3571 -1.4117 -5.1082
H 0.2959 -1.0581 -5.5370
F -5.3002 -0.3377 5.3674
C -4.0981 -0.5303 4.8141
C -3.8231 -0.0531 3.5487
F -4.7643 0.6127 2.8718
C -2.5765 -0.2642 2.9874
F -2.3788 0.2251 1.7551
C -1.5565 -0.9541 3.6383
S 0.0246 -1.2845 2.9612
C -1.8726 -1.4078 4.9204
F -0.9624 -2.0792 5.6367
C -3.1097 -1.2102 5.5017
F -3.3618 -1.6843 6.7273
S 4.7478 -1.4809 0.4160
C 4.6472 0.1369 -0.1990
C 5.5560 1.1863 -0.0853
C 5.2306 2.3942 -0.6729
C 4.0289 2.5549 -1.3736
C 3.1301 1.5147 -1.4861
C 3.4351 0.2946 -0.8828
N 2.6234 -0.8274 -0.9018
C 3.1706 -1.8114 -0.2758
C 2.5109 -3.1180 -0.1137
C 3.2875 -4.2760 -0.1621
C 2.6889 -5.5227 -0.0995
C 1.3079 -5.6079 -0.0054
C 0.5446 -4.4493 0.0598
C 1.1205 -3.1788 0.0335
H 6.4836 1.0642 0.4587
H 5.9070 3.2342 -0.5802
H 3.7970 3.5169 -1.8118
H 2.1858 1.6294 -2.0018
H 4.3631 -4.1987 -0.2759
H 3.2950 -6.4189 -0.1405
H 0.8228 -6.5762 0.0241
H -0.5344 -4.5368 0.1228
C 4.6930 8.3828 -0.6125
C 3.8756 7.1146 -0.5326
O 4.1493 6.1176 -1.1424
S 2.4847 7.2649 0.5747
C 1.7928 5.6397 0.4813
C 0.8140 5.3568 -0.4647
C 0.2857 4.0808 -0.5522
C 0.7304 3.0728 0.3064
C 1.6962 3.3741 1.2703
C 2.2234 4.6491 1.3560
C 0.2533 1.7324 0.1675
C -0.1329 0.5955 0.0053
H 4.8715 8.6149 -1.6615
H 5.6562 8.1982 -0.1357
H 4.2051 9.2229 -0.1218
H 0.4793 6.1348 -1.1388
H -0.4674 3.8438 -1.2926
H 2.0341 2.5899 1.9349
H 2.9813 4.8776 2.0943
Br -0.5122 -6.0391 4.2583
C -2.0549 -5.1399 3.6322
C -3.2484 -5.2619 4.3225
N -4.3678 -4.6638 3.9213
C -4.3119 -3.9261 2.8150
C -3.1529 -3.7330 2.0692
C -1.9906 -4.3591 2.4937
C -3.2041 -2.8644 0.8284
O -4.2967 -2.5949 0.3481
O -2.0775 -2.5137 0.3074
H -3.3009 -5.8566 5.2271
H -5.2284 -3.4499 2.4880
H -1.0591 -4.2330 1.9634
*
```

- Orbital gap: 7.3526 eV
- M: 1080.8 g/mol
- ΔE to the lowest compared entry with this formula, charge and spin: 0.0 kcal per mole

3.
The following is a DFT calculation (the ωB97M-V functional and the def2-TZVPD basis) of a molecular structure, C41H30Cl3N9O4S2Se2Tl at a distorted geometry.

The geometry in ORCA input format:
```
! wB97M-V def2-TZVPD RIJCOSX def2/J DEFGRID3
* xyz -1 1
Tl 1.0697 1.0210 -0.4991
C -3.2561 3.5552 -0.4570
C -2.3967 2.4912 -0.6928
N -1.5322 2.0725 0.2146
C -1.5307 2.6888 1.4117
C -2.3984 3.7817 1.6185
N -3.2347 4.2133 0.7006
C -0.6193 2.2066 2.4189
C -0.7068 2.6010 3.7729
C 0.1929 2.1368 4.6948
C 1.3410 1.3875 4.1978
C 1.1094 0.7613 2.8972
N 0.2299 1.2448 2.0482
C 1.8326 -0.4166 2.4779
C 2.8199 -1.0627 3.2504
N 3.3355 -2.2237 2.9110
C 2.9107 -2.7772 1.7770
C 2.0153 -2.1144 0.9501
N 1.4851 -0.9559 1.2930
C 0.0993 2.4443 6.1137
C -1.1208 2.7389 6.7365
C -1.1385 3.0409 8.0834
N -0.0610 3.0598 8.8550
C 1.0957 2.7726 8.2740
C 1.2344 2.4642 6.9348
H -3.9636 3.9068 -1.1950
H -2.3917 1.9632 -1.6368
H -2.3979 4.3438 2.5428
H -1.5318 3.2219 4.0852
H 1.8326 0.7624 4.9333
H 3.2135 -0.6318 4.1604
H 3.3125 -3.7533 1.5382
H 1.6965 -2.5146 -0.0070
H -2.0452 2.7105 6.1792
H -2.0700 3.2748 8.5869
H 1.9574 2.7929 8.9311
H 2.2129 2.2759 6.5228
Se -0.5557 4.4151 -2.6506
Se 1.1218 3.2608 -3.6925
C 0.4263 1.5162 -4.0251
C 0.8526 0.8859 -5.2343
C 0.4784 -0.3799 -5.4663
C -0.2122 -1.1883 -4.4109
C -0.6626 -0.3510 -3.2272
N -0.3386 0.9589 -3.1360
C 0.1085 4.6799 -0.8598
C -0.4062 5.7220 -0.0982
C 0.0798 5.8817 1.1869
C 1.0603 5.0137 1.6455
C 1.5145 4.0216 0.7951
N 1.0447 3.8586 -0.4347
H 1.4375 1.4638 -5.9386
H 0.7408 -0.9123 -6.3694
H -1.0666 -1.7348 -4.8407
H -1.3241 -0.2894 -1.2422
H -1.1646 6.3731 -0.5106
H -0.2938 6.6754 1.8178
H 1.4684 5.0932 2.6390
H 2.2858 3.3283 1.0965
C 2.7879 -3.1342 -2.9922
S 1.4870 -1.9082 -2.5334
O 0.7108 -2.2037 -3.9887
O -1.1204 -2.7730 -0.6843
O 2.1792 -0.6349 -2.6274
H 2.3157 -4.0726 -3.2507
H 3.4543 -3.2474 -2.1449
H 3.3206 -2.7263 -3.8410
C -4.4106 -8.9547 -4.6138
C -3.9841 -7.5746 -4.2121
O -4.1736 -7.0523 -3.1522
S -3.0720 -6.7521 -5.5116
C -2.4733 -5.3544 -4.5713
C -3.2303 -4.2003 -4.4859
C -2.8136 -3.1800 -3.6494
C -1.6603 -3.3292 -2.8859
C -0.8941 -4.4833 -3.0115
C -1.2826 -5.4883 -3.8737
C -1.3117 -2.3443 -1.8175
C -1.2050 -0.9335 -2.1101
H -5.3065 -9.2482 -4.0686
H -3.6038 -9.6353 -4.3446
H -4.5695 -9.0148 -5.6854
H -4.1428 -4.1076 -5.0556
H -3.4079 -2.2825 -3.5577
H -0.0010 -4.5853 -2.4134
H -0.6874 -6.3830 -3.9821
Cl 2.8136 2.7225 3.9222
C 5.3794 1.8974 2.1003
Cl 5.9591 0.6417 3.1391
Cl 5.9219 3.5008 2.4341
C 4.3389 1.6540 1.2809
N 3.4859 1.4108 0.5205
*
```

- Orbital gap: 3.4569 eV
- M: 1245.5 g/mol
- ΔE to the lowest compared entry with this formula, charge and spin: 86.6 kcal per mole

4.
The following is a DFT calculation (the ωB97M-V functional and the def2-TZVPD basis) of a molecular structure, C41H30ClHfN9O6 at a distorted geometry.

The geometry in ORCA input format:
```
! wB97M-V def2-TZVPD RIJCOSX def2/J DEFGRID3
* xyz 0 1
Hf 0.4284 -0.5572 0.3247
C -1.5224 1.6703 -2.3262
N -2.0136 1.4052 -0.9979
C -2.6052 2.4723 -0.2165
C -1.5677 3.0521 0.7419
N -0.2855 2.5952 0.5909
C 0.4600 3.1448 2.8270
C 1.5748 4.1866 2.8194
C 1.3994 5.2898 3.5689
C 0.1255 5.6210 4.1673
C -0.9938 4.9911 3.7121
C -0.8575 3.8959 2.8361
N -1.8124 3.6311 1.8785
C -0.1355 1.1284 -2.5610
N 0.8279 1.0158 -1.6558
C 2.0002 0.7728 -2.4120
C 3.3364 0.7254 -2.0213
C 4.2801 0.5003 -3.0022
C 3.9190 0.3294 -4.3486
C 2.6029 0.4215 -4.7537
C 1.6675 0.6659 -3.7561
N 0.3027 0.9194 -3.8060
H -2.1802 1.3182 -3.1247
H -1.4327 2.7536 -2.4462
H -2.4776 0.5173 -0.9074
H -3.0377 3.2518 -0.8501
H -3.4136 2.0551 0.3830
H 2.5061 3.9531 2.3120
H 2.2264 5.9782 3.6970
H 0.0458 6.4655 4.8375
H -1.9846 5.3864 3.9333
H -2.7227 4.0545 2.0114
H 3.6212 0.8554 -0.9849
H 5.3249 0.4442 -2.7245
H 4.6895 0.1360 -5.0836
H 2.3169 0.3188 -5.7937
H -0.2900 0.8161 -4.6132
O 1.0871 -7.1700 -2.1933
C 1.8133 -6.6024 -1.3639
O 2.9880 -6.7749 -0.9863
C 1.2165 -5.3125 -0.7870
C 1.4206 -4.9545 0.5425
C 0.9746 -3.7371 1.0072
N 0.3730 -2.8497 0.2049
C 0.1805 -3.1966 -1.0874
C 0.5419 -4.4109 -1.6085
C -0.4414 -2.1034 -1.9011
O -0.5378 -2.1185 -3.0991
O -0.8476 -1.0918 -1.1226
H 1.9686 -5.6252 1.1920
H 1.1171 -3.4258 2.0336
H 0.3280 -4.6549 -2.6410
N 7.2637 -1.1811 7.7826
C 6.5434 -1.0191 6.9012
C 5.6394 -0.8129 5.7910
C 4.6750 -1.7692 5.4902
C 3.8153 -1.5662 4.4231
C 3.8990 -0.4076 3.6587
C 4.8657 0.5462 3.9679
C 5.7370 0.3478 5.0259
C 2.9815 -0.1725 2.5037
C 2.0114 0.7566 2.6475
C 1.5949 1.2757 3.9523
C 0.7395 2.2891 4.0556
C 0.5041 2.2460 1.6382
N 1.2128 1.1625 1.5234
C 3.2725 -0.9657 1.3201
C 4.3487 -1.8036 1.1234
C 4.1933 -2.4096 -0.1489
C 3.0329 -1.9200 -0.6742
N 2.4427 -1.0254 0.1972
H 4.6048 -2.6668 6.0912
H 3.0658 -2.3111 4.1822
H 4.9288 1.4477 3.3704
H 6.4915 1.0851 5.2660
H 1.9611 0.7640 4.8336
H 0.3734 2.6508 5.0095
H -0.1783 2.0207 -0.2371
H 5.1571 -1.9611 1.8230
H 4.8415 -3.1345 -0.6187
H 2.5868 -2.1530 -1.6289
Cl -3.9567 -0.9437 2.4393
C -2.3575 -1.2895 3.1297
C -1.2118 -0.8555 2.2550
O -1.4046 -0.0094 1.3214
O -0.0531 -1.3104 2.4316
H -2.2770 -2.3561 3.3110
H -2.2785 -0.7627 4.0780
*
```

- Orbital gap (spin up / spin down): 6.1286 / 6.1293 eV
- M: 958.7 g/mol
- ΔE to the lowest compared entry with this formula, charge and spin: 103.9 kcal per mole

5.
The following is a DFT calculation (the ωB97M-V functional and the def2-TZVPD basis) of a molecular structure, C41H30I2MnN3OP2S2 at a distorted geometry.

The geometry in ORCA input format:
```
! wB97M-V def2-TZVPD RIJCOSX def2/J DEFGRID3
* xyz 0 5
Mn 0.2400 0.2304 0.2495
S -1.4910 1.3015 -1.1564
P -2.4432 0.2525 0.2646
C -1.2945 -0.8095 1.0335
P -1.0123 -2.3137 0.1590
S 0.0675 -2.0802 -1.4831
C -2.5171 -3.2646 -0.2087
C -2.8888 -3.5020 -1.5245
C -4.0271 -4.2395 -1.7892
C -4.7902 -4.7337 -0.7448
C -4.4231 -4.4849 0.5684
C -3.2883 -3.7481 0.8411
C -0.1830 -3.3451 1.4047
C -0.2758 -3.0107 2.7490
C 0.3347 -3.8080 3.6990
C 1.0339 -4.9380 3.3055
C 1.1181 -5.2756 1.9649
C 0.5096 -4.4819 1.0093
C -4.0360 -0.4151 -0.2720
C -4.8682 -0.8610 0.7493
C -6.0961 -1.4011 0.4344
C -6.4823 -1.5044 -0.8929
C -5.6396 -1.0769 -1.9059
C -4.4052 -0.5312 -1.6028
C -2.9402 1.4537 1.5364
C -2.6507 1.2373 2.8748
C -2.9941 2.1960 3.8105
C -3.6348 3.3563 3.4079
C -3.9459 3.5593 2.0726
C -3.5975 2.6095 1.1333
H -2.2711 -3.1161 -2.3254
H -4.3167 -4.4383 -2.8103
H -5.6705 -5.3240 -0.9516
H -5.0201 -4.8747 1.3796
H -2.9848 -3.5488 1.8610
H -0.8221 -2.1202 3.0322
H 0.2722 -3.5440 4.7461
H 1.5207 -5.5495 4.0501
H 1.6634 -6.1583 1.6646
H 0.5722 -4.7222 -0.0449
H -4.5363 -0.7693 1.7771
H -6.7554 -1.7352 1.2207
H -7.4506 -1.9159 -1.1352
H -5.9511 -1.1654 -2.9348
H -3.7305 -0.1866 -2.3767
H -2.1614 0.3149 3.1646
H -2.7744 2.0323 4.8558
H -3.9005 4.1034 4.1404
H -4.4574 4.4590 1.7666
H -3.8220 2.7496 0.0820
I 3.5972 -2.0855 3.1490
C 3.9140 -0.7883 1.5212
C 5.1723 -0.3210 1.1784
C 5.3273 0.5409 0.1157
I 7.2814 1.2117 -0.3333
C 4.2266 0.9945 -0.6381
C 4.2698 1.8939 -1.7244
C 3.0959 2.2730 -2.3267
C 1.8738 1.7816 -1.8575
N 1.7896 0.9367 -0.8421
C 2.9447 0.5275 -0.2540
C 2.7717 -0.4059 0.8206
O 1.5875 -0.8183 1.1148
H 6.0295 -0.6396 1.7527
H 5.2201 2.2728 -2.0737
H 3.0990 2.9496 -3.1675
H 0.9390 2.0802 -2.3154
N 0.7297 2.0857 4.1780
C 0.8522 1.1791 3.1837
N 0.4766 1.6427 2.0178
C 0.0733 2.9411 2.2455
C -0.4301 3.8912 1.3660
C -0.7969 5.1090 1.8973
C -0.6485 5.3935 3.2572
C -0.1266 4.4715 4.1411
C 0.2252 3.2360 3.6181
H 0.9705 1.9370 5.1455
H 1.2120 0.1788 3.3488
H -0.5372 3.6675 0.3151
H -1.2106 5.8651 1.2511
H -0.9565 6.3598 3.6260
H 0.0036 4.7018 5.1879
*
```

- Orbital gap (spin up / spin down): 6.9128 / 7.0816 eV
- M: 1015.5 g/mol
- ΔE to the lowest compared entry with this formula, charge and spin: 5.2 kcal per mole